[1]
Entry from OMol25: a molecular structure, C16H21N3O3S2 (ωB97M-V with the def2-TZVPD basis set).

```
45
Properties=species:S:1:pos:R:3:forces:R:3:lowdin_charge:R:1
C 2.5668 4.0199 4.7971 -1.517 -9.150 5.774 -0.084
C 2.9192 5.2404 4.7021 -4.053 3.013 -9.338 -0.464
H 1.5754 3.8409 0.2352 -2.225 0.596 0.161 0.073
C 3.8369 6.0403 5.2030 8.125 -2.916 9.093 -0.089
O -3.1529 -3.7218 -2.3082 5.236 -2.985 -1.118 -0.071
H 2.6473 6.7430 3.0305 0.188 -0.647 0.797 0.120
H -0.5128 -8.4470 -4.8020 2.299 -9.721 -0.893 -0.019
H -1.1996 -7.4564 -2.6368 0.942 0.038 -1.246 0.149
N -1.2621 1.5351 -1.3031 8.889 1.351 5.311 -0.006
H -2.2217 -5.3100 -4.4752 0.135 0.095 -1.374 0.102
C -0.6022 3.6032 1.0197 3.898 1.118 3.230 -0.163
H 5.0404 5.3042 5.2405 -3.193 2.563 -0.197 0.200
H 1.2894 2.3731 4.2862 -1.755 -9.055 2.112 0.018
N -1.9388 0.6231 -1.5866 -8.404 -9.222 -3.686 -0.128
C -1.9445 -2.9679 -2.0190 -5.764 0.896 0.829 -0.533
O -0.0543 3.1894 2.3880 -0.398 -0.119 -1.325 -0.089
O -0.8771 -3.2722 -1.5378 -0.707 -0.523 -1.359 0.016
H -0.9401 -7.1525 -5.6957 -0.988 0.039 -0.994 0.082
H -1.2940 2.8493 0.8795 -2.026 -0.775 -0.433 0.082
S 1.3216 1.7204 -0.1657 -1.288 0.010 0.485 0.837
C -2.6800 -5.2391 -2.4743 0.014 0.880 1.269 -0.089
H 1.2403 5.6356 1.6599 -0.552 -1.068 3.090 0.154
H -3.6522 -5.6139 -2.6690 -0.891 -0.965 0.560 0.093
C -0.6673 -7.5484 -4.7480 2.645 9.270 -1.301 -0.105
H 0.1182 3.6525 -1.0136 1.018 -0.066 2.258 0.116
C 2.3902 5.7519 3.4629 -2.032 0.980 -0.104 -0.033
H -2.2391 -5.3821 -1.4378 -0.752 -0.562 -1.387 0.134
H 0.3415 -6.8821 -4.6564 -1.937 -1.964 0.342 0.159
H 4.0322 7.0204 5.0512 0.203 2.744 -1.394 0.034
C -1.7324 -5.7731 -3.6508 0.907 6.497 3.753 -0.226
C 1.3263 5.1506 2.7961 2.277 0.698 -5.213 -0.043
H -2.5041 -7.6296 -3.4090 -0.871 -0.945 -1.827 0.120
C 1.5083 3.2644 4.2219 3.076 9.970 -5.618 0.066
H -0.8612 4.6873 1.0217 -0.484 -0.976 0.163 0.137
C -1.5709 -0.7277 -1.4529 -5.588 2.713 -3.347 -0.554
C 0.5129 3.4216 0.0819 2.379 -0.929 -4.526 -0.449
H 3.6033 5.9447 6.3597 0.970 0.695 -1.527 0.127
C 1.0588 3.7649 2.9202 -2.108 1.754 4.258 -0.268
S -0.0009 -0.8888 -1.0638 0.958 1.421 1.930 1.140
H -0.7555 -5.0674 -3.3111 -1.888 -2.298 -1.734 0.171
C -0.0855 0.7735 -0.6798 1.720 3.960 -1.539 -0.833
C -1.5460 -7.2191 -3.7010 -1.541 1.262 5.997 -0.336
H -3.5524 -1.5672 -2.1962 2.080 -0.016 0.324 0.182
H 3.0328 3.4198 5.7137 -0.721 1.149 -1.658 0.159
N -2.5140 -1.7031 -2.0771 3.722 1.188 1.402 0.109
```
Forces are in eV/Å.

Output
Relative energy (zero: lowest compared OMol25 entry of this formula, charge and spin) ... 353.9 kcal per mole
Gap between HOMO and LUMO ... 7.4 eV
Energy ... -49202.6608 eV
Largest force on an atom ... 13.0 eV Å⁻¹
Lowest unoccupied orbital energy ... -0.12 eV
Charge ... 0



[2]
Entry from OMol25: 6 unconnected molecules or ions with the total composition C16H21N5O2 (ωB97M-V with the def2-TZVPD basis set).

```
44
Properties=species:S:1:pos:R:3:forces:R:3:lowdin_charge:R:1
H 1.9157 -0.9772 2.8249 0.348 0.416 -0.672 0.089
H 3.7453 -7.4945 8.5484 -0.166 -0.449 -0.503 0.079
H -4.4034 1.8621 0.7113 0.574 0.394 0.136 0.082
C -4.6946 6.0492 -4.2081 1.516 0.331 2.588 -0.013
H -6.1695 5.9230 -6.1010 0.315 0.080 0.549 0.111
C -3.7607 5.9776 -3.1592 0.540 -0.096 -1.225 -0.007
C -2.9779 2.2304 2.3802 -0.835 -0.090 -1.632 -0.308
C 5.9322 1.7616 -1.0025 1.809 1.732 2.738 -0.297
O -1.9406 4.8214 -2.1262 -0.588 0.212 -0.581 0.019
C 0.6584 -0.9486 1.0758 -1.771 3.063 -3.975 -0.276
C 3.2011 -6.2247 6.8998 0.280 3.050 -5.387 -0.257
N 1.8243 -7.4690 -1.5236 1.172 0.652 0.540 0.116
H 4.7545 -7.1789 -0.2672 0.054 0.075 -0.514 0.080
C 1.3640 -1.6172 2.1363 -0.315 -0.535 1.235 -0.088
C -4.2226 1.7653 1.7818 0.187 -0.194 0.809 -0.067
N 0.1374 -0.3542 0.1855 1.939 -2.491 3.545 0.111
H 4.3131 -5.6474 -1.2006 0.504 -0.041 0.349 0.079
H 5.3872 0.0149 -1.9987 0.678 0.092 -0.496 0.086
H 2.9152 -6.0734 8.8796 -0.604 -0.020 0.286 0.079
H 1.9497 -7.4273 8.1620 0.253 0.027 0.001 0.084
N 6.4662 2.2992 -0.1135 -1.051 -1.130 -1.924 0.126
C -2.9697 4.8434 -3.0742 0.253 -0.463 0.638 -0.323
H -3.4697 6.8164 -2.5442 -0.286 0.178 0.021 0.117
C -4.3618 3.7201 -4.6949 0.923 -1.067 0.816 -0.008
H 0.6171 -1.9965 2.8337 -0.156 -0.550 -0.200 0.083
H 5.3077 1.5676 -3.0168 0.416 -0.329 0.056 0.089
H 3.7480 -5.9944 0.4828 -0.002 0.326 -0.140 0.077
H -1.8733 3.9257 -1.7875 0.161 -0.087 0.044 0.091
C 2.9068 -6.9059 8.1760 0.748 1.057 -0.009 -0.082
H 4.1678 1.1151 -1.7907 -0.221 0.405 0.063 0.086
N -2.0011 2.5241 2.8765 1.421 0.504 0.858 0.127
H -2.5507 2.8980 -3.7184 -0.290 -0.447 -0.203 0.114
H -4.8193 2.8309 -5.1028 0.538 -0.168 -0.442 0.121
C -3.2312 3.7246 -3.8599 -0.629 0.359 0.407 -0.007
H -4.9752 2.3128 2.3492 -0.502 -0.523 -0.191 0.082
C 2.7811 -6.9992 -1.0687 -0.702 -0.798 -0.212 -0.282
N 3.3217 -5.5762 5.8826 -0.515 -3.656 5.589 0.097
H 1.9848 -2.4334 1.7670 -0.063 0.118 0.059 0.083
C 4.0094 -6.4146 -0.4884 -1.025 -0.217 -0.011 -0.071
C -5.0091 4.8952 -4.8928 -0.026 2.751 -0.137 -0.387
O -5.9078 5.0306 -5.8630 -1.871 -1.409 -1.959 0.057
H -5.1345 7.0284 -4.3272 -0.540 -0.188 -0.497 0.114
C 5.2289 1.0925 -2.0389 -1.647 -0.770 -0.433 -0.091
H -4.1650 0.7023 2.0158 -0.826 -0.102 0.016 0.083
```
Forces are in eV/Å.

Output
SMILES ... Oc1ccc(O)cc1.CC#N.CC#N.CC#N.CC#N.CC#N
Relative energy (zero: lowest compared OMol25 entry of this formula, charge and spin) ... 144.5 kcal per mole
Gap between HOMO and LUMO ... 8.4 eV
Energy ... -28474.4279 eV
Largest force on an atom ... 6.7 eV Å⁻¹
Lowest unoccupied orbital energy ... 0.27 eV
Charge ... 0



[3]
Entry from OMol25: a molecular structure, C16H21N5O3Zr (ωB97M-V with the def2-TZVPD basis set).

```
46
Properties=species:S:1:pos:R:3:forces:R:3:lowdin_charge:R:1
H -2.5144 -4.4948 -2.5886 -0.076 0.099 0.144 0.140
H -0.7113 2.7405 2.5243 0.126 -0.125 0.262 0.059
C 1.8772 0.4930 -2.3756 1.422 1.074 -1.689 -0.085
H 2.8319 0.8348 -1.9715 -0.166 -0.111 -0.062 0.179
N -1.2319 1.5997 -0.6324 1.015 -0.466 -0.604 0.080
C 0.5787 0.5452 2.8785 0.704 0.467 1.593 -0.560
H 0.3777 3.6503 3.6080 -0.160 -0.167 -0.038 0.106
O -0.6830 -3.4573 2.0731 0.763 2.172 -1.620 0.131
H 0.2842 -2.3638 -3.3762 0.002 0.222 0.039 0.177
C -1.5550 2.6877 -0.4109 -0.030 -0.197 -0.148 -0.103
Zr 0.0745 -0.2045 -1.2323 -4.822 -2.165 14.066 1.814
H 2.4848 -1.5849 -2.5804 -0.133 0.198 0.034 0.175
H -2.0988 4.5388 -1.1835 -0.013 -0.141 0.211 0.135
C 0.8421 1.4176 -2.5881 1.289 1.185 -1.673 -0.082
C 4.1893 -1.4292 0.9883 0.396 -0.138 0.166 0.039
N -1.4286 -1.9064 -1.2389 0.610 0.538 -0.656 0.058
H 4.6486 -0.4475 1.1797 -0.114 -0.184 0.036 0.139
C -3.0422 -3.8100 -1.9071 -0.316 -0.378 -0.020 0.051
O -3.5873 -0.3826 1.6947 2.203 -0.015 -1.869 0.125
H -1.5764 -0.7070 -3.7448 0.215 0.042 0.074 0.177
N 0.4893 1.5695 3.7664 0.051 -1.166 -1.115 0.047
C -2.1614 -2.7581 -1.5150 0.200 0.145 -0.065 -0.103
C -2.7328 -0.3974 0.9371 -2.257 0.034 1.995 -0.012
C -1.9661 4.0454 -0.2073 -0.129 0.409 0.086 0.041
C -0.3838 0.9803 -3.1224 -0.482 0.839 -1.902 -0.080
H 1.0009 2.4702 -2.3463 -0.080 -0.189 -0.048 0.180
H -2.9192 4.0665 0.3401 0.141 0.010 -0.034 0.142
H -1.1856 1.6909 -3.3259 0.202 -0.090 0.101 0.175
C -0.6054 -0.3782 -3.3714 -0.267 0.155 -2.418 -0.091
C -0.3620 -2.5943 1.3972 -0.885 -2.382 1.708 -0.014
H 4.8024 -1.9800 0.2589 -0.105 0.069 0.168 0.135
H -1.0753 2.8700 4.2684 0.151 -0.023 -0.227 0.112
O 0.0151 0.5481 1.7622 -0.011 -0.039 -1.248 -0.116
H -3.3809 -4.3662 -1.0228 -0.002 0.047 -0.084 0.142
C 2.8739 -1.2446 0.4562 -0.327 0.032 -0.084 -0.118
N 1.3891 -0.4950 3.3057 -0.450 0.252 -0.613 0.176
H -1.1962 4.5889 0.3619 -0.182 -0.150 -0.041 0.134
H 1.2382 -1.3740 2.8241 -0.026 0.236 0.458 0.053
C -0.2731 2.7712 3.5265 -0.228 0.686 0.229 -0.036
C 1.6784 -0.8610 -2.7027 1.284 -0.714 -1.575 -0.083
C 0.4341 -1.3043 -3.1639 0.709 -0.717 -2.196 -0.091
H 0.9764 1.4707 4.6490 -0.167 0.136 -0.116 0.164
H 1.5450 -0.5507 4.3062 0.100 -0.283 -0.214 0.130
N 1.8177 -1.1024 0.0051 -0.278 0.725 -1.011 0.080
H -3.9123 -3.3853 -2.4295 0.085 -0.051 0.122 0.143
H 4.1337 -2.0004 1.9258 0.038 0.118 -0.125 0.136
```
Forces are in eV/Å.

Output
Gap between HOMO and LUMO ... 3.2 eV
Energy ... -31762.0287 eV
Largest force on an atom ... 15.0 eV Å⁻¹
Lowest unoccupied orbital energy ... -16.87 eV
Charge ... +4



[4]
Entry from OMol25: 4 unconnected molecules or ions with the total composition C16H21O9P (ωB97M-V with the def2-TZVPD basis set).

```
47
Properties=species:S:1:pos:R:3:forces:R:3:lowdin_charge:R:1
H -0.7192 -0.0312 2.1831 0.030 0.027 -0.035 0.123
H -5.8838 -1.8608 -0.4885 0.104 -0.019 0.135 0.133
C 2.3091 3.7942 2.4701 0.557 -0.215 -0.220 -0.316
C 0.4739 5.0230 3.4258 0.350 -0.171 -0.062 -0.086
O -3.9586 -2.6192 -0.2821 -0.056 -0.115 -0.119 0.037
C -1.0711 -1.2733 0.4221 -0.036 -0.117 0.131 -0.101
C 3.8017 3.5705 2.2835 -1.000 -0.184 0.244 -0.438
O 2.7052 -3.9782 -5.5045 0.008 -0.025 -0.032 0.163
C 0.0485 3.0919 2.0473 0.293 0.092 0.100 -0.084
H 1.7679 2.0826 1.2771 0.153 -0.095 -0.095 0.083
H -0.1738 -1.7093 2.3646 0.192 -0.010 -0.053 0.137
H 2.8322 -0.6703 -3.5288 -0.013 0.001 -0.008 0.138
H 2.5609 5.5154 3.6958 0.016 0.183 0.092 0.106
P 4.3841 1.9461 2.9903 0.933 0.184 0.017 0.790
O -0.4552 -0.4519 -0.5868 0.011 -0.022 0.055 0.061
O 0.9781 -0.5070 1.1143 -0.047 0.013 -0.019 0.053
H 3.3516 1.7064 3.9201 -0.205 -0.041 -0.211 -0.106
C 2.2171 -1.5124 -3.2096 0.050 0.021 -0.044 -0.114
C 2.2953 -3.1064 -4.8116 0.018 -0.011 0.021 -0.574
H 4.3499 4.3780 2.7567 0.182 0.058 0.039 0.055
C -3.4049 -3.7637 -0.7650 -0.021 -0.073 -0.040 -0.565
C 0.7904 -0.1415 -0.1708 -0.007 0.052 0.037 -0.591
C -0.4157 4.1397 2.8329 -0.127 0.217 0.104 -0.099
H -2.1313 -1.0562 0.4977 0.012 0.119 -0.145 0.123
O -2.3538 -4.1998 -0.4259 0.045 0.067 0.065 0.164
O 1.2063 -2.3469 -5.0931 0.015 0.017 0.061 0.056
C 1.4114 2.9063 1.8739 -0.354 0.459 0.187 -0.062
H -4.7932 -1.5923 -1.8640 0.024 -0.037 -0.016 0.135
C -0.2912 -0.8895 1.6616 -0.142 -0.023 0.131 -0.098
H -0.6478 2.4203 1.5696 -0.151 -0.078 -0.061 0.092
H 0.1230 -2.0913 -3.3569 0.031 -0.026 0.007 0.128
H 0.1348 5.8386 4.0447 -0.206 0.073 0.030 0.099
C -5.0975 -2.3034 -1.0941 -0.136 0.155 -0.017 -0.110
H -1.4754 4.2802 2.9848 -0.122 -0.025 -0.025 0.096
O -4.2123 -4.3336 -1.6835 -0.015 0.055 0.035 0.071
H -6.1579 -4.2059 -1.0199 0.027 0.010 0.027 0.134
H -0.9420 -2.3206 0.1526 0.006 0.007 -0.008 0.119
O 2.8442 -2.7316 -3.6326 -0.093 0.046 -0.079 0.064
H -5.8879 -3.5988 -2.6663 0.145 -0.077 -0.055 0.134
C -5.4713 -3.6548 -1.6645 -0.176 0.010 -0.042 -0.111
C 1.8428 4.8527 3.2388 -0.261 -0.409 -0.191 -0.053
H 0.5160 -0.5905 -4.2198 0.028 -0.040 -0.147 0.133
H 2.1170 -1.4872 -2.1353 0.126 -0.153 0.098 0.104
H 4.0168 3.5858 1.2185 0.280 -0.073 -0.100 0.075
H 3.9589 1.0816 1.9609 -0.352 0.003 0.110 -0.125
C 0.8901 -1.5695 -3.9330 -0.114 0.102 0.072 -0.115
O 1.6169 0.3836 -0.8498 -0.002 0.066 0.030 0.140
```
Forces are in eV/Å.

Output
SMILES ... PCc1ccccc1.O=C1OCCO1.O=C1OCCO1.O=C1OCCO1
Gap between HOMO and LUMO ... 8.7 eV
Energy ... -44648.6350 eV
Largest force on an atom ... 1.0 eV Å⁻¹
Lowest unoccupied orbital energy ... 0.19 eV
Charge ... 0



[5]
Entry from OMol25: a molecular structure, C16H22AuBF4N5OSSe (ωB97M-V with the def2-TZVPD basis set).

```
52
Properties=species:S:1:pos:R:3:forces:R:3:lowdin_charge:R:1
N -1.0909 2.6227 -1.5934 -0.577 -0.154 0.150 0.105
H 1.1028 2.1632 -2.8191 0.016 -0.038 0.033 0.138
C 2.0568 -3.2708 -0.0703 0.053 -0.402 0.392 -0.647
H -2.8987 3.4830 -2.1499 0.017 0.048 0.029 0.125
C -2.5397 2.4915 -1.8875 0.297 -0.177 -0.191 -0.131
C 3.3085 -5.3209 -0.1544 0.079 0.181 -0.199 -0.031
H 3.4845 -3.7274 -1.4222 0.185 0.016 -0.090 0.153
H -1.9334 1.1611 -5.0292 -0.027 -0.013 -0.083 0.111
H -3.4114 2.9532 3.5951 0.099 0.078 0.006 0.102
F 3.3638 3.0659 0.7654 -1.070 -0.430 -0.424 0.083
N -0.7716 0.1117 2.2571 0.563 0.304 -0.257 -0.075
N 2.0697 -0.9026 2.1533 -2.589 -0.624 -0.554 -0.057
H -1.2820 2.5979 -4.2913 -0.002 -0.027 -0.009 0.119
S 1.8142 -1.7729 -0.8766 -0.372 0.902 0.351 0.761
H -1.7612 0.8430 5.2980 0.033 -0.031 -0.208 0.134
H 0.6417 -3.1590 1.5311 -0.040 0.009 0.051 0.086
O -0.8121 0.6013 -0.6773 0.104 -0.787 0.600 -0.094
C -1.5581 1.5572 -4.0879 -0.013 -0.060 0.166 -0.175
C 0.5917 1.2360 -2.5610 -0.201 -0.114 -0.151 -0.103
C -2.7178 1.5009 -3.0608 0.251 0.113 0.084 -0.163
C 1.3930 -3.7719 1.0621 -0.003 0.150 -0.180 -0.074
C -3.6431 1.8998 3.4751 0.185 -0.099 -0.107 0.016
H 1.1661 -5.3963 2.4176 0.051 0.064 -0.123 0.131
H 2.9040 -6.8106 1.2939 0.006 0.049 -0.001 0.124
H -0.6288 -0.2892 -3.4922 0.028 -0.025 -0.024 0.116
H -2.7744 0.4836 -2.6611 -0.053 0.026 -0.045 0.109
H -3.0769 2.1588 -1.0042 -0.026 0.027 0.078 0.102
F 1.6380 3.6335 -0.6783 -0.150 -0.408 0.106 0.122
H -2.3401 1.0001 1.1070 0.120 0.003 0.235 0.130
C -1.5623 0.6732 4.2492 -0.199 0.141 -0.239 -0.025
Se 4.8423 0.0717 2.1313 -1.419 -0.335 0.004 0.825
N 3.0007 -4.0815 -0.6096 -0.177 0.059 0.024 0.069
C -0.3976 1.4807 -1.4734 0.285 0.233 -0.280 -0.456
F 1.1682 2.4813 1.2988 0.243 -0.228 -0.704 0.055
H -0.6241 3.3067 -2.1625 0.117 0.124 -0.143 0.141
H 4.0801 -5.8512 -0.6897 0.021 0.027 -0.083 0.143
H 1.3300 0.4899 -2.2997 0.068 0.024 0.003 0.058
B 2.1057 2.6848 0.2351 1.101 0.286 0.641 -1.192
Au 0.5643 -0.4429 0.7028 1.277 -0.112 0.433 1.033
C -1.9020 0.7749 2.0712 -0.038 0.042 0.173 -0.116
H -4.3105 1.7754 2.6279 0.023 -0.051 -0.052 0.096
H -3.6675 1.7025 -3.5606 0.048 -0.004 0.049 0.113
N -2.4179 1.1247 3.2564 -0.059 -0.020 0.128 -0.099
C 3.1667 -0.4496 2.1100 2.340 0.902 -0.508 -0.876
C 2.6657 -5.8227 0.9283 -0.181 -0.055 0.240 -0.026
H 0.3457 -0.4194 4.0289 -0.154 0.106 -0.146 0.103
H 0.3334 0.6558 -4.6174 0.020 0.011 0.012 0.118
C -0.3017 0.7261 -3.7341 -0.149 0.153 0.135 -0.148
C -0.5353 0.0533 3.6172 0.114 -0.090 -0.119 -0.101
F 2.2696 1.4054 -0.4614 -0.223 0.400 0.590 -0.023
H -4.1401 1.5397 4.3678 -0.031 -0.089 0.082 0.096
C 1.6920 -5.0212 1.5445 0.005 -0.102 0.126 -0.005
```
Forces are in eV/Å.

Output
Relative energy (zero: lowest compared OMol25 entry of this formula, charge and spin) ... 2.0 kcal per mole
Gap between HOMO and LUMO (alpha / beta) ... 5.4 / 5.4 eV
Energy ... -117866.0110 eV
Largest force on an atom ... 2.7 eV Å⁻¹
Lowest unoccupied orbital energy (alpha / beta) ... -5.89 / -5.89 eV
Charge ... +1



no.,molar mass (g/mol)
1,367.496
2,315.377
3,422.600
4,388.309
5,695.184